The following is a DFT calculation (ωB97M-V/def2-TZVPD) of a structure of composition C24H29F6I3OSbSiTi in a non-equilibrium geometry.

## Properties
F_max   0.0430 Eh/bohr
LUMO energy (alpha / beta)   -0.071 / -0.082 Eh
Relative energy (zero: lowest compared OMol25 entry of this formula, charge and spin)   48.1 kcal/mol
Multiplicity   2
E_HOMO (alpha / beta)   -8.3837 / -8.7522 eV

Each line ends with the Löwdin spin population.
Element x y z (Å)
Ti 0.2613 -0.2693 -0.3810  -0.0029
C -1.0386 0.8687 4.4241  0.0000
C -1.4302 0.6628 2.9887  0.0000
C -1.9217 1.7011 2.2006  0.0000
C -2.3440 1.4719 0.8997  -0.0012
C -2.2622 0.2011 0.3415  -0.0010
C -1.7423 -0.8474 1.1112  -0.0002
C -1.3469 -0.6063 2.4274  0.0000
H 0.0382 0.7329 4.5420  0.0000
H -1.5253 0.1288 5.0608  0.0000
H -1.3069 1.8630 4.7778  0.0000
H -2.0175 2.6950 2.6210  0.0000
H -2.7794 2.2805 0.3274  -0.0010
H -2.7319 0.0025 -0.6125  -0.0007
H -1.8542 -1.8746 0.7954  0.0000
H -1.0401 -1.4372 3.0464  0.0000
I 0.2902 2.3985 -1.1751  0.2305
I -2.4693 2.3009 -2.9163  0.7401
I 3.5769 0.5495 -1.8808  0.0071
C 1.8860 -0.6999 -1.7808  0.0021
H 2.2481 -1.7052 -1.5832  0.0000
H 1.4093 -0.6396 -2.7537  0.0000
C 1.5137 2.8437 2.6979  0.0018
C 2.8528 2.1411 2.4288  0.0004
C 3.7711 2.3773 3.6356  0.0002
C 3.5127 2.7653 1.1990  0.0052
Si 2.4991 0.2676 2.1149  0.0012
O 1.2820 0.0829 1.0177  0.0095
C 2.0943 -0.7728 3.6490  0.0001
C 1.4248 -1.9858 3.4567  0.0000
C 1.2106 -2.8733 4.4983  0.0000
C 1.6796 -2.5742 5.7700  0.0000
C 2.3686 -1.3901 5.9801  0.0000
C 2.5769 -0.5054 4.9311  0.0000
C 3.9869 -0.7069 1.4514  0.0000
C 5.3210 -0.3385 1.6005  0.0000
C 6.3432 -1.1633 1.1523  0.0000
C 6.0473 -2.3742 0.5468  0.0000
C 4.7247 -2.7674 0.4032  0.0000
C 3.7093 -1.9430 0.8608  0.0000
H 1.6643 3.9269 2.7398  0.0000
H 1.0866 2.5231 3.6519  0.0001
H 0.7828 2.6366 1.9133  0.0024
H 4.0533 3.4343 3.6690  0.0000
H 4.6943 1.7980 3.5909  0.0000
H 3.2695 2.1517 4.5764  0.0000
H 3.6938 3.8298 1.3842  0.0000
H 2.8724 2.6963 0.3225  0.0073
H 4.4706 2.2986 0.9657  0.0002
H 1.0846 -2.2483 2.4602  0.0000
H 0.6872 -3.8051 4.3215  0.0000
H 1.5191 -3.2665 6.5863  0.0000
H 2.7530 -1.1554 6.9649  0.0000
H 3.1347 0.3996 5.1245  0.0000
H 5.5747 0.6101 2.0565  0.0000
H 7.3737 -0.8537 1.2749  0.0000
H 6.8459 -3.0120 0.1900  0.0000
H 4.4814 -3.7141 -0.0635  0.0000
H 2.6785 -2.2682 0.7627  0.0000
F 0.0082 -2.5378 -0.5077  -0.0001
Sb -1.1228 -2.8062 -2.1703  -0.0002
F -2.7191 -2.5054 -1.2123  -0.0001
F -0.8709 -0.7983 -2.0363  -0.0011
F -1.9904 -2.5268 -3.7971  0.0000
F 0.5213 -2.9534 -3.0681  0.0000
F -1.2341 -4.6249 -1.7585  0.0000

***

The following is a DFT calculation (ωB97M-V/def2-TZVPD) of a cluster of 2 separate species, C4H12 in total in a non-equilibrium geometry.

## Properties
F_max   0.0528 Eh/bohr
SMILES   CC.CC
LUMO energy   0.044 Eh
Relative energy (zero: lowest compared OMol25 entry of this formula, charge and spin)   20.4 kcal/mol
E_HOMO   -11.3551 eV

Each line ends with the Mulliken charge.
Element x y z (Å)
C -1.5444 -0.3027 -0.7062  -0.6094
C -0.8853 0.1938 -2.0349  -0.7747
H -1.0859 0.3599 0.0109  0.0136
H -2.6008 -0.5275 -0.7696  0.3766
H -1.0273 -1.2161 -0.4562  0.2532
H -1.2370 1.2192 -2.1782  0.2573
H 0.1494 0.4168 -1.7769  0.1919
H -1.0868 -0.4625 -2.8707  0.3013
C 1.7234 -0.3006 0.9161  -0.7283
C 0.6861 0.3803 1.8078  -0.8622
H 1.5473 -1.3839 0.8791  0.2478
H 1.5409 -0.0036 -0.1059  0.1066
H 2.7030 -0.2455 1.3573  0.3688
H 0.7671 -0.0341 2.8175  0.2850
H -0.3596 0.3965 1.5692  0.3291
H 1.0745 1.3736 2.0608  0.2432

***

The following is a DFT calculation (ωB97M-V/def2-TZVPD) of a cluster of 6 separate species, C49H84F4N2O9 in total in a non-equilibrium geometry.

## Properties
F_max   0.0528 Eh/bohr
SMILES   CCC[C@H](C)c1c(CC)cc(N)c2c1C(=O)c1c(cc(C(F)(F)C(F)F)c(N)c1CCCCOC(C)=O)C2=O.CCOCC.CCOCC.CCOCC.CCOCC.CCOCC
LUMO energy   -0.028 Eh
E_HOMO   -8.6719 eV

Each line ends with the Mulliken charge.
Element x y z (Å)
C 6.0720 -6.0195 1.1429  -1.3307
C 6.2226 -5.1764 -0.2022  -0.2832
C 4.7784 -4.7400 -0.6574  -0.7275
C 4.4693 -4.7503 -2.2095  1.0402
C 5.1375 -5.9114 -3.0329  -1.6998
C 4.6133 -3.3247 -2.8869  -0.6381
C 5.9270 -2.7591 -3.3363  1.1318
C 7.2542 -3.5625 -3.2092  0.3248
C 8.5611 -2.7838 -3.6099  -1.5222
C 5.9869 -1.4160 -3.9224  -0.6650
C 4.7862 -0.5516 -4.0917  0.2057
N 4.8742 0.7736 -4.6314  -0.5637
C 3.5234 -1.1241 -3.6628  -0.0119
C 3.4151 -2.4904 -3.0829  0.1559
C 1.9780 -2.9139 -2.7193  -0.5379
O 1.4261 -3.9601 -2.9899  -0.6002
C 1.1187 -1.8162 -1.9866  0.8394
C 1.2382 -0.4569 -2.5771  0.6816
C 0.4483 0.6221 -2.0024  -1.3694
C -0.4142 0.3402 -0.8393  -0.4194
C -1.2468 1.4832 -0.1919  1.1986
F -1.1230 2.6041 -1.0542  -0.2925
F -2.5840 1.1058 -0.0328  -0.2258
C -0.7327 1.9406 1.2405  0.3623
F -1.8443 2.0242 2.0899  -0.2542
F 0.2101 1.1083 1.7954  -0.2964
C -0.5135 -1.0129 -0.2785  0.3492
N -1.3802 -1.2315 0.8471  -0.2467
C 0.2752 -2.1401 -0.8513  0.0106
C 0.1363 -3.5753 -0.2471  -0.9878
C -1.3758 -4.0603 -0.5061  -0.3861
C -1.4532 -5.4139 -1.3376  0.3199
C -2.7454 -6.2255 -0.8977  -0.7083
O -2.6014 -7.6109 -1.3217  -0.3712
C -1.7778 -8.3291 -0.4607  0.7229
C -0.3442 -8.7252 -0.9829  -0.7919
O -2.0828 -8.6881 0.6462  -0.5287
C 2.2192 -0.2619 -3.7870  -0.3273
O 1.9914 0.4651 -4.7227  -0.5231
H 7.0082 -6.0190 1.7536  0.3701
H 5.2771 -5.4934 1.7522  0.3154
H 5.6667 -7.0423 0.9335  0.3156
H 6.7757 -4.2351 0.0968  0.2943
H 6.8575 -5.6795 -0.9683  0.3127
H 4.6262 -3.6748 -0.3089  0.2987
H 4.0278 -5.3475 -0.0761  0.4708
H 3.3604 -4.9591 -2.2807  0.1952
H 6.2490 -5.9664 -2.9711  0.2876
H 4.7207 -6.9292 -2.7798  0.3425
H 4.8834 -5.7443 -4.1202  0.4072
H 7.1695 -4.4303 -3.9288  0.2478
H 7.4217 -4.0099 -2.1984  -0.1383
H 8.7266 -1.8562 -3.0058  0.3402
H 9.4319 -3.4946 -3.5770  0.3983
H 8.4578 -2.4659 -4.6876  0.3163
H 6.9392 -0.9454 -4.2790  0.0654
H 5.8555 1.0342 -4.7603  0.2691
H 4.4319 0.8272 -5.5545  0.2382
H 0.5182 1.6494 -2.4295  0.4980
H -0.3653 3.0007 1.1442  0.0065
H -1.0415 -2.0024 1.4220  0.3223
H -2.3512 -1.3658 0.5616  0.2469
H 0.2404 -3.5466 0.8767  0.5085
H 0.8176 -4.3221 -0.7195  0.0535
H -1.9068 -3.2864 -1.1339  0.2494
H -1.9525 -4.1445 0.4612  0.2929
H -0.5066 -5.9901 -1.1872  -0.3117
H -1.5708 -5.1942 -2.4293  0.2600
H -3.6852 -5.8055 -1.3487  0.3144
H -2.8964 -6.1669 0.2210  0.3710
H -0.0251 -9.6794 -0.4943  0.3258
H 0.3732 -7.9069 -0.7069  0.1189
H -0.3608 -8.7868 -2.0993  0.3175
C 3.3414 3.3024 1.2201  -0.7213
C 3.7590 4.7052 1.6227  -0.4392
O 4.0454 5.5515 0.5198  -0.3812
C 2.9814 5.7762 -0.3919  -0.4483
C 1.7613 6.4237 0.2401  -0.9381
H 4.1148 2.8334 0.6076  0.3065
H 3.1756 2.6865 2.1068  0.4151
H 2.4185 3.3035 0.6368  -0.0786
H 4.6773 4.6467 2.2108  0.3713
H 3.0074 5.1700 2.2707  0.3359
H 2.7142 4.8433 -0.9000  0.3561
H 3.3745 6.4430 -1.1631  0.3938
H 1.3183 5.7924 1.0131  0.1453
H 0.9957 6.6119 -0.5155  0.4271
H 2.0319 7.3727 0.7093  0.2845
C -5.6112 6.5581 1.9073  -0.7667
C -4.5601 6.8327 0.8463  -0.2914
O -3.2660 6.3617 1.1914  -0.4629
C -3.1476 4.9656 1.4158  -0.2722
C -3.5220 4.1182 0.2128  0.0408
H -5.3169 7.0024 2.8610  0.2763
H -6.5727 6.9793 1.6065  0.3995
H -5.7529 5.4890 2.0747  0.0163
H -4.4665 7.9122 0.7110  0.3641
H -4.8640 6.4258 -0.1243  0.2948
H -3.7263 4.6736 2.2988  0.2605
H -2.0986 4.7833 1.6640  0.1315
H -4.5690 4.2543 -0.0665  0.3794
H -3.3720 3.0638 0.4278  -0.6492
H -2.9127 4.3896 -0.6521  0.3169
C -8.0806 -0.6310 2.6885  -0.7158
C -7.8000 0.0374 1.3546  -0.4954
O -7.3361 1.3734 1.4718  -0.4509
C -6.1256 1.5532 2.1907  -0.4042
C -4.9426 0.8171 1.5888  -0.6149
H -8.8122 -0.0544 3.2596  0.3092
H -8.4729 -1.6382 2.5325  0.1287
H -7.1812 -0.7145 3.3006  0.2861
H -8.7270 0.0848 0.7794  0.4107
H -7.0973 -0.5551 0.7581  0.2836
H -6.2652 1.2807 3.2423  0.3408
H -5.9177 2.6265 2.1776  0.0033
H -5.0938 -0.2651 1.5893  0.4531
H -4.0347 1.0269 2.1558  0.2773
H -4.7883 1.1246 0.5539  0.1498
C 5.0894 8.6921 0.4379  -0.5744
C 5.5054 10.0950 0.8426  -0.5920
O 5.7937 10.9449 -0.2587  -0.4278
C 4.7313 11.1699 -1.1707  -0.2894
C 3.5096 11.8141 -0.5391  -1.0009
H 5.8642 8.2245 -0.1738  0.2977
H 4.9229 8.0747 1.3223  0.3244
H 4.1677 8.6924 -0.1468  0.0360
H 6.4227 10.0366 1.4321  0.3563
H 4.7523 10.5583 1.4900  0.3394
H 4.4659 10.2378 -1.6809  0.2822
H 5.1246 11.8387 -1.9399  0.3313
H 3.0667 11.1805 0.2316  0.2272
H 2.7449 12.0028 -1.2956  0.3781
H 3.7782 12.7625 -0.0677  0.2940
C -6.7910 -7.0484 4.0911  -0.9996
C -6.6209 -5.5460 4.2305  -0.3510
O -6.9482 -4.8238 3.0522  -0.3778
C -8.2809 -4.9588 2.5837  -0.3849
C -9.3270 -4.4963 3.5828  -1.0777
H -6.1840 -7.4271 3.2655  0.2732
H -6.4844 -7.5515 5.0106  0.3854
H -7.8269 -7.3251 3.8887  0.2578
H -5.5725 -5.3262 4.4424  0.3215
H -7.1942 -5.1612 5.0811  0.3139
H -8.4675 -5.9893 2.2638  0.3429
H -8.3563 -4.3413 1.6851  0.3454
H -9.3061 -5.0887 4.4993  0.3298
H -10.3278 -4.5812 3.1541  0.3809
H -9.1525 -3.4550 3.8633  0.2748

***

The following is a DFT calculation (ωB97M-V/def2-TZVPD) of the molecule C5H8N2S in a non-equilibrium geometry.

## Properties
F_max   0.0989 Eh/bohr
LUMO energy   -0.006 Eh
Relative energy (zero: lowest compared OMol25 entry of this formula, charge and spin)   128.9 kcal/mol
E_HOMO   -8.2618 eV

Each line ends with the Mulliken charge.
Element x y z (Å)
C 0.7753 0.9990 0.1176  0.0461
C 2.0398 1.1288 -0.3486  -0.4060
C -1.9686 0.1656 0.0637  -0.5832
C -1.3382 -0.7525 -0.9682  -0.4794
C -0.8107 -0.7273 0.4503  -0.1357
N 2.2497 -0.9865 0.9621  -0.4215
N 0.3958 -0.0364 0.9042  -0.3321
S 2.9584 -0.3318 -0.3325  0.1288
H -0.1612 1.5376 -0.1701  0.2525
H 2.3172 2.0492 -1.0329  0.2734
H -2.1047 1.2175 0.1257  0.2574
H -3.0430 -0.3068 0.3082  0.1973
H -1.8781 -1.6090 -1.2478  0.2659
H -0.6630 -0.3446 -1.6650  0.2469
H -1.1192 -1.5953 1.0352  0.3896
H 2.3505 -0.4075 1.7982  0.3000